Below is a structure of composition C10H29CrK5N4O14PS3 at a distorted geometry, with properties calculated with ωB97M-V/def2-TZVPD.

Positions of all 67 atoms, in Å:
Cr -2.337 2.875 -3.816
K 0.989 -0.870 -4.383
K 1.686 2.784 -3.041
K -2.652 -0.624 -5.457
K -3.198 2.048 0.269
K -3.480 -1.588 -1.008
S -0.897 0.542 -2.048
O -1.285 1.907 -2.419
O 0.534 0.692 -1.823
O -1.610 0.176 -0.807
O -1.254 -0.444 -3.076
S -4.675 1.738 -2.855
O -4.101 3.064 -2.650
O -4.625 0.928 -1.631
O -6.003 1.794 -3.424
O -3.672 1.145 -3.819
S 0.148 1.682 -6.146
O 1.436 1.650 -5.490
O -0.295 0.298 -6.417
O -0.869 2.185 -5.150
O 0.096 2.535 -7.322
O -1.868 -3.117 1.334
P -0.467 -2.937 1.797
N 0.145 -4.249 2.624
C 1.041 -4.152 3.785
C -0.444 -5.556 2.380
N -0.237 -1.620 2.799
C -1.112 -1.410 3.951
C 0.283 -0.394 2.180
N 0.637 -2.681 0.532
C 0.230 -2.576 -0.861
C 2.058 -2.997 0.747
H 1.309 -3.109 3.945
H 1.894 -4.791 3.574
H 0.478 -4.400 4.689
H 0.200 -6.226 1.801
H -1.440 -5.609 1.948
H -0.542 -6.007 3.374
H -1.589 -0.431 3.864
H -1.870 -2.179 4.079
H -0.516 -1.339 4.865
H -0.124 -0.201 1.188
H 0.188 0.474 2.835
H 1.372 -0.459 2.070
H 0.719 -1.685 -1.261
H 0.494 -3.511 -1.372
H -0.840 -2.426 -0.960
H 2.068 -4.084 0.888
H 2.428 -2.482 1.631
H 2.682 -2.801 -0.122
C 3.674 3.213 1.067
C 2.284 2.631 0.706
C 1.217 3.726 0.534
O 0.785 4.111 1.800
C -0.371 4.906 1.750
N 2.496 1.836 -0.491
H 3.912 3.962 0.311
H 4.453 2.460 1.159
H 3.659 3.748 2.021
H 1.930 2.036 1.558
H 0.425 3.311 -0.112
H 1.638 4.519 -0.101
H -0.309 5.680 0.974
H -0.471 5.439 2.693
H -1.289 4.339 1.543
H 1.659 1.396 -0.866
H 3.197 1.127 -0.336

Calculated values
* E_tot: -7251.1513 a.u.
* <S²>: 6.008
* charge: +1
* molecular weight: 804.02 g mol⁻¹
* 2S+1: 5
* E_LUMO (alpha / beta): -2.87 / -2.89 eV
* HOMO (alpha / beta): -10.979 / -11.068 eV